# C10H14BN7O2Ti

A structure of composition C10H14BN7O2Ti in a non-equilibrium geometry (wB97M-V/def2-TZVPD, the OMol25 dataset).

XYZ file:
```
35
Properties=species:S:1:pos:R:3:forces:R:3:mulliken_charge:R:1
H 0.5767 3.2226 1.8127 0.0674 -0.1313 0.1931 0.50
N 0.3744 1.6492 0.4013 0.3421 3.1241 -1.9218 0.36
B 0.1162 0.3563 -1.8081 0.0462 -0.6558 0.7477 0.04
N 0.4552 1.6236 -0.9984 0.3268 0.8880 1.3310 -0.14
C 0.7981 2.8397 -1.4383 -0.0385 0.1264 0.9434 -0.14
Ti 0.2582 0.0061 1.5077 -1.1078 -0.5415 0.0049 0.14
H 0.9568 3.0125 -2.4889 -0.0670 0.0338 -0.0392 0.44
C 0.9156 3.7078 -0.3421 -0.2222 -0.7916 -0.3419 -1.11
H 1.1880 4.7359 -0.3640 0.0623 0.4520 -0.0414 0.40
C 0.6229 2.9334 0.7806 0.0623 -0.9919 -1.5350 -0.16
H 0.2420 0.4722 -3.0097 0.0111 0.1000 0.4423 -0.10
C -0.9791 -1.6371 2.5363 0.1426 -2.2487 0.6786 -0.68
H -0.9678 -1.6914 3.6283 -0.6351 -0.2803 -0.1413 0.39
H -0.0748 -2.2615 2.2468 -0.5737 1.4384 -0.1280 0.10
H -1.7927 -2.1459 2.0113 -0.0846 -0.1843 0.6728 0.41
N -1.3149 -0.0499 -1.4069 -0.3236 0.2375 1.2692 0.08
N 1.0543 -0.7769 -1.2572 1.0522 -0.5814 1.0731 -0.22
N -1.6202 -0.1800 -0.0551 -0.3368 -0.4242 -1.4202 -0.05
N 1.1605 -1.0608 0.1003 0.3398 -2.1749 -2.7404 0.49
C -2.4186 -0.2223 -2.1445 0.1451 -0.0467 -0.6850 -0.13
C 1.9071 -1.5631 -1.9228 0.6324 -0.9291 0.8438 -0.11
H -2.3960 -0.1566 -3.2370 0.0926 0.0085 0.6043 0.42
H 2.0127 -1.5225 -2.9949 -0.0434 0.1708 0.0328 0.43
C -3.4690 -0.5020 -1.3066 -1.2481 -0.5370 0.0814 -1.07
C 2.5582 -2.4220 -1.0113 -1.3187 0.5524 0.4028 -1.19
C -2.9320 -0.4856 -0.0278 1.5227 0.4826 0.6258 -0.16
C 1.9972 -2.1253 0.2503 -0.3767 1.9217 -2.2830 -0.15
H -4.5021 -0.7637 -1.5414 0.5242 0.2632 -0.1263 0.36
H 3.2682 -3.1918 -1.1858 0.3571 -0.3351 -0.3889 0.41
H -3.3623 -0.6489 0.9518 -0.2963 -0.0089 -0.2680 0.49
H 2.1451 -2.5548 1.2155 0.2886 -0.0634 0.3541 0.44
H -1.2226 -0.5861 2.3343 -0.1819 0.2466 0.1855 0.13
O 0.5417 1.0911 3.2512 1.1159 0.3184 0.0543 -0.40
N 1.8182 0.9260 3.1435 -0.6522 0.6479 1.3243 0.25
O 2.0848 -0.0281 2.3691 0.3753 -0.0864 0.1950 -0.50
```
Forces are in eV/Å.

Summary:
* M: 322.95 g/mol
* LUMO level (alpha / beta): 0.0211 / 0.0187 Ha
* frontier orbital gap (alpha / beta): 6.61 / 9.64 eV
* E_tot: -48913.896 eV
* multiplicity: 3